Entry 1:
Here is 3 unconnected molecules or ions with the total composition C37H34F16N2O5 at a distorted geometry from OMol25. Energies are from ωB97M-V/def2-TZVPD.

Structure (XYZ):
```
94
Properties=species:S:1:pos:R:3:forces:R:3
C 3.631 3.041 1.035 -0.5 -0.8 -2.3
C 3.377 2.683 -0.388 0.4 0.6 1.9
C 3.176 1.174 -0.997 0.9 -0.1 0.5
C 1.760 0.440 -0.499 -2.1 -0.7 1.4
C 1.548 0.344 1.135 -3.8 -1.8 -2.5
C 0.166 -0.358 1.703 1.2 0.4 -4.8
C -0.887 -0.944 0.590 1.1 0.8 -0.4
C -0.701 -0.875 -1.050 2.4 1.6 2.3
C 0.660 -0.146 -1.614 -0.7 -0.4 4.0
C -1.902 -1.509 -2.026 1.3 -2.3 -3.3
O -1.591 -2.206 -3.132 -2.1 4.5 6.8
C -3.447 -1.246 -1.483 -2.6 0.4 1.4
C -3.637 -1.303 0.168 -2.1 0.5 -0.5
C -5.053 -1.035 0.950 0.9 0.1 -5.2
C -6.371 -0.692 -0.017 3.4 -0.7 -1.4
C -7.784 -0.410 0.806 0.7 -0.4 -1.1
O -7.899 -1.484 1.806 0.7 2.7 0.6
C -7.768 -0.985 3.183 -0.1 -1.2 1.9
C -6.872 -2.031 4.132 0.0 -0.3 0.2
C -6.201 -0.661 -1.648 1.8 -0.5 1.8
C -7.498 -0.309 -2.587 0.7 0.9 0.6
N -8.042 -1.467 -3.394 -0.4 2.0 -0.7
C -9.210 -0.853 -4.188 -0.6 0.4 -0.3
C -4.750 -0.944 -2.431 0.4 -0.3 3.2
C -4.639 -0.922 -4.067 -0.2 0.8 -3.3
C -4.943 0.456 -4.967 1.4 -5.6 -2.2
C -4.801 0.138 -6.590 0.0 -1.2 1.5
C -4.425 -1.294 -7.263 -0.3 1.1 4.5
N -4.137 -2.473 -6.398 -1.6 5.1 2.0
C -4.266 -2.252 -4.929 -0.3 1.5 -0.2
C -2.307 -1.646 1.117 -0.3 -1.9 3.0
O -2.412 -2.389 2.224 0.6 4.7 -6.6
H 2.839 3.715 1.573 2.4 -0.1 -1.5
H 4.555 2.686 1.681 -2.7 -0.5 -1.2
H 3.364 3.585 -1.166 -1.5 -2.0 1.8
H 4.042 0.496 -0.539 -1.8 1.2 -1.2
H 3.226 1.224 -2.182 -0.1 -0.3 2.6
H 2.299 0.763 1.941 -1.5 -0.9 -2.2
H -0.031 -0.416 2.855 0.3 0.0 -2.6
H 0.862 -0.019 -2.781 -0.5 -0.4 2.9
H -5.092 -1.067 2.119 0.1 0.0 -2.6
H -8.742 -0.467 0.127 2.1 0.1 1.2
H -7.693 0.671 1.245 -0.3 -2.1 -0.5
H -8.859 -1.007 3.654 2.3 0.6 -1.0
H -7.240 0.055 3.288 -1.3 -1.8 -0.6
H -6.207 -2.761 3.467 -1.4 1.8 1.4
H -6.191 -1.419 4.898 -1.4 -1.3 -1.9
H -7.561 -2.712 4.818 1.3 1.4 -1.7
H -8.409 0.115 -1.947 2.2 -1.1 -1.1
H -7.169 0.601 -3.282 -0.6 -1.8 1.3
H -7.369 -1.761 -4.139 -0.4 0.5 1.3
H -9.420 0.277 -3.871 0.5 -2.5 -0.6
H -10.211 -1.461 -3.997 2.2 1.2 -0.6
H -8.887 -0.817 -5.314 -1.1 -0.2 2.0
H -5.234 1.490 -4.505 0.7 -2.2 -1.1
H -5.027 1.037 -7.336 0.6 -2.1 1.8
H -4.375 -1.417 -8.447 -0.1 0.3 3.0
H -4.058 -3.221 -4.261 -0.4 2.4 -1.8
C 8.771 5.606 -1.015 0.2 0.8 -0.8
C 9.598 4.551 -0.264 0.4 0.9 0.4
C 8.849 3.266 0.072 0.1 -1.1 0.4
F 7.781 3.480 0.873 0.5 -0.3 -0.2
F 9.661 2.402 0.743 0.1 0.3 -0.2
F 10.140 5.117 0.847 -0.3 -0.4 -0.2
F 10.661 4.228 -1.068 -0.5 -0.3 0.0
O 8.195 6.643 -0.215 -1.1 -1.2 1.0
C 6.955 6.316 0.411 0.6 0.2 -2.1
C 7.050 6.277 1.942 0.2 -0.2 1.0
F 7.985 5.388 2.365 -0.3 0.6 -0.2
F 5.870 5.889 2.496 0.1 0.2 -0.5
F 6.483 5.162 -0.120 -0.4 0.7 0.5
F 6.080 7.285 0.031 0.3 -0.3 0.6
H 9.468 6.138 -1.675 0.0 -0.1 0.4
H 8.037 5.158 -1.695 0.1 -0.1 0.4
H 8.509 2.757 -0.834 0.0 0.2 -0.1
H 7.313 7.257 2.344 0.0 0.1 -0.2
C 2.552 -4.712 2.793 -0.8 -0.8 0.2
C 2.679 -3.406 1.993 -0.8 0.2 0.6
C 4.030 -3.194 1.318 0.6 0.5 -0.7
F 5.052 -3.142 2.202 -0.2 0.2 -0.5
F 4.046 -2.009 0.645 -0.3 -0.1 0.1
F 2.353 -2.358 2.795 0.4 -0.2 -0.2
F 1.715 -3.437 1.019 0.7 -0.2 0.0
O 2.774 -4.613 4.203 1.9 0.6 -0.1
C 4.140 -4.656 4.612 -1.4 -1.4 -1.0
C 4.616 -3.342 5.246 0.3 0.9 0.2
F 4.461 -2.291 4.401 -0.2 -0.4 0.4
F 5.939 -3.398 5.553 -0.3 -0.4 -0.1
F 4.904 -5.045 3.563 0.2 0.0 0.9
F 4.222 -5.661 5.525 0.1 0.8 0.0
H 1.504 -5.028 2.711 0.2 0.4 0.1
H 3.123 -5.535 2.346 0.1 0.4 0.1
H 4.239 -3.984 0.592 -0.2 -0.1 0.1
H 4.059 -3.123 6.160 -0.1 -0.2 0.0
```
Forces are in eV/Å.

Kohn-Sham gap: 6.81 eV
maximum force: 0.164 Eh/bohr
SMILES: C=CCc1ccc2c(c1)C(=O)c1c(cc(COCC)c(CNC)c1-c1cccnc1)C2=O.FC(F)C(F)(F)COC(F)(F)C(F)F.FC(F)C(F)(F)COC(F)(F)C(F)F
LUMO level: -1.386 eV
relative energy (zero: lowest compared OMol25 entry of this formula, charge and spin): 578.9 kcal/mol
E_HOMO: -8.20 eV
net charge: 0

Löwdin atomic charge list, values in e, 6 entries: -0.06 -0.16 -0.19 -0.11 0.00 0.01

***

Entry 2:
Here is a molecular structure, C37H35AsAuN4P from OMol25. Energies are from ωB97M-V/def2-TZVPD.

Structure (XYZ):
```
79
Properties=species:S:1:pos:R:3:forces:R:3
Au 0.369 -0.562 -0.902 0.3 0.2 0.0
C 5.120 2.824 -3.146 -0.1 0.1 0.0
C 4.855 1.477 -2.946 0.0 0.0 0.0
C 3.596 1.077 -2.528 0.0 -0.1 0.0
C 2.598 2.024 -2.314 -0.1 -0.1 0.1
C 2.866 3.381 -2.505 0.1 0.0 0.0
C 4.129 3.775 -2.923 0.0 0.0 0.0
P 0.941 1.451 -1.912 -0.4 0.0 0.0
C 0.154 2.727 -0.879 0.1 0.0 0.0
C 0.891 3.425 0.079 0.0 0.1 0.0
C 0.266 4.357 0.898 0.0 0.0 -0.1
C -1.099 4.592 0.773 0.0 0.0 0.0
C -1.838 3.895 -0.175 0.0 -0.1 0.0
C -1.215 2.965 -1.000 -0.1 0.0 0.0
C -0.024 1.359 -3.438 0.0 -0.1 0.1
C 0.069 2.279 -4.446 0.0 0.1 -0.1
C -0.754 2.170 -5.588 0.1 0.1 0.0
C -1.647 1.143 -5.698 0.0 -0.1 0.0
C -1.757 0.160 -4.682 0.0 0.0 0.0
C -2.656 -0.935 -4.786 0.0 0.0 0.0
C -2.713 -1.886 -3.811 0.0 0.0 0.1
C -1.870 -1.795 -2.670 -0.1 0.0 -0.1
C -1.012 -0.746 -2.549 0.0 0.1 0.0
C -0.926 0.266 -3.540 -0.1 -0.2 0.1
H 6.104 3.137 -3.473 0.0 0.0 0.0
H 5.629 0.738 -3.115 0.0 0.0 0.0
H 3.388 0.024 -2.372 0.0 0.0 0.0
H 2.103 4.130 -2.325 0.0 0.0 0.0
H 4.340 4.827 -3.071 0.0 -0.1 0.0
H 1.961 3.268 0.163 0.0 0.0 0.0
H 0.851 4.922 1.615 0.0 0.0 -0.1
H -1.582 5.337 1.396 0.0 0.0 0.0
H -2.896 4.095 -0.291 0.0 0.0 0.0
H -1.791 2.433 -1.749 0.0 0.0 0.0
H 0.775 3.097 -4.383 0.0 0.0 0.0
H -0.669 2.905 -6.378 0.0 0.0 0.0
H -2.276 1.056 -6.577 0.0 0.0 0.0
H -3.288 -1.009 -5.665 0.1 0.0 0.1
H -3.390 -2.727 -3.908 0.0 0.0 0.0
H -1.904 -2.588 -1.928 0.0 0.1 -0.1
N -1.519 -3.757 1.118 -0.1 -0.3 0.1
C -0.325 -4.422 0.931 -0.2 0.0 0.1
C 0.535 -3.497 0.443 0.1 0.2 0.0
N -0.119 -2.282 0.339 0.1 0.0 -0.4
C -1.363 -2.474 0.745 0.0 0.0 0.1
C -2.377 -1.420 0.786 0.2 -0.1 -0.1
N -2.072 -0.143 0.872 -0.2 0.1 0.2
C -3.266 0.543 0.809 0.2 -0.1 0.0
C -4.295 -0.342 0.682 0.1 0.0 0.0
N -3.715 -1.587 0.670 -0.2 -0.1 0.0
H -2.353 -4.175 1.498 0.0 0.0 0.0
H -0.199 -5.466 1.169 0.0 0.1 0.0
H 1.568 -3.617 0.157 -0.1 0.0 0.0
H -3.304 1.620 0.847 0.0 -0.1 0.0
H -5.360 -0.200 0.586 0.1 0.0 0.0
H -4.213 -2.450 0.522 0.0 0.0 0.0
C -0.070 -0.939 4.173 -0.1 -0.1 -0.1
As -0.106 0.325 2.707 0.2 0.3 0.2
C -1.313 1.679 3.353 -0.1 0.0 -0.1
C 1.721 1.118 2.650 -0.2 -0.1 0.0
C 1.963 1.784 3.964 0.1 0.0 -0.1
C 2.615 1.095 4.986 0.0 -0.1 0.1
C 2.871 1.717 6.199 0.0 0.0 0.0
C 2.468 3.030 6.404 0.0 0.0 0.0
C 1.814 3.724 5.392 0.0 0.0 0.0
C 1.562 3.105 4.179 0.0 0.0 -0.1
H 0.154 -0.375 5.078 0.0 0.0 0.0
H 0.687 -1.702 4.005 0.0 0.0 0.0
H -1.048 -1.407 4.270 0.0 0.0 0.0
H -0.942 2.048 4.307 0.0 0.0 0.0
H -2.289 1.216 3.487 0.0 0.0 0.0
H -1.389 2.495 2.634 0.0 -0.1 0.0
H 1.730 1.788 1.795 0.0 0.0 0.1
H 2.381 0.274 2.467 0.1 0.0 0.0
H 2.937 0.071 4.824 0.0 0.0 0.0
H 3.396 1.181 6.981 0.0 0.0 0.0
H 2.672 3.517 7.349 0.0 0.0 0.0
H 1.508 4.751 5.551 0.0 -0.1 0.0
H 1.065 3.648 3.382 0.0 -0.1 0.1
```
Forces are in eV/Å.

Kohn-Sham gap (spin up / spin down): 7.49 / 5.30 eV
maximum force: 0.009 Eh/bohr
LUMO level (spin up / spin down): -4.826 / -7.558 eV
spin multiplicity: 3
relative energy (zero: lowest compared OMol25 entry of this formula, charge and spin): 0.0 kcal/mol
E_HOMO (spin up / spin down): -12.32 / -12.86 eV
net charge: +2

Löwdin atomic charge list, values in e, 6 entries: 0.83 -0.05 -0.06 -0.09 -0.37 -0.10

***

Entry 3:
Here is a molecular structure, C37H35ClN6OPRu from OMol25. Energies are from ωB97M-V/def2-TZVPD.

Structure (XYZ):
```
82
Properties=species:S:1:pos:R:3:forces:R:3
Ru -0.124 0.166 -0.104 0.1 0.3 -0.2
C -2.396 0.032 2.163 -0.1 0.0 -0.1
C -1.547 0.710 3.228 0.0 0.0 0.0
C -1.928 0.171 4.609 0.0 0.0 0.0
C -0.049 0.491 3.020 0.1 0.0 -0.1
C 0.800 1.246 4.049 0.1 0.1 0.0
O 1.758 1.991 3.249 -0.1 -0.1 0.1
C 1.481 1.828 1.979 0.1 0.1 -0.2
N 0.494 1.012 1.719 -0.2 -0.1 0.4
C 2.305 2.642 1.062 -0.1 -0.2 0.0
C 2.876 3.774 1.643 0.0 0.1 -0.1
C 3.670 4.638 0.901 0.0 0.0 0.1
C 3.896 4.378 -0.435 0.0 0.0 -0.1
C 3.339 3.248 -1.028 0.0 0.1 0.0
C 2.555 2.360 -0.302 0.0 0.1 0.0
P 2.063 0.833 -1.157 -0.1 -0.2 0.2
C 2.237 1.123 -2.923 -0.1 -0.1 -0.1
C 3.430 0.765 -3.557 0.0 0.0 -0.1
C 3.604 1.029 -4.908 0.0 0.0 0.0
C 2.593 1.640 -5.635 0.0 0.0 0.0
C 1.402 1.993 -5.012 0.0 0.0 0.0
C 1.223 1.734 -3.664 0.0 0.0 -0.1
C 3.317 -0.401 -0.759 0.1 0.0 -0.1
C 4.485 -0.086 -0.074 0.0 0.0 0.2
C 5.473 -1.053 0.098 -0.1 0.0 0.0
C 5.300 -2.324 -0.428 0.0 0.0 0.0
C 4.135 -2.642 -1.125 0.0 0.0 0.0
C 3.147 -1.688 -1.283 0.0 0.0 -0.1
H -3.457 0.143 2.387 0.0 0.0 0.0
H -2.190 -1.042 2.112 0.0 0.0 0.0
H -2.265 0.477 1.166 0.0 0.0 0.0
H -1.734 1.790 3.202 0.0 0.0 0.0
H -1.707 -0.897 4.680 0.0 0.0 0.0
H -2.994 0.298 4.786 0.0 0.0 0.0
H -1.408 0.676 5.422 0.0 0.0 0.0
H 0.145 -0.586 3.058 0.0 0.0 0.0
H 1.366 0.617 4.730 0.0 0.0 0.0
H 0.227 1.976 4.618 0.0 0.0 0.0
H 2.691 3.991 2.684 0.0 0.0 0.0
H 4.106 5.506 1.375 0.0 0.0 0.0
H 4.511 5.042 -1.027 0.0 0.0 0.0
H 3.535 3.057 -2.074 0.0 0.0 0.0
H 4.228 0.285 -3.007 0.0 0.0 0.0
H 4.532 0.756 -5.390 0.0 0.0 0.0
H 2.730 1.838 -6.689 0.0 0.0 0.0
H 0.613 2.468 -5.579 0.0 0.0 0.0
H 0.288 2.028 -3.211 0.0 0.0 0.0
H 4.643 0.908 0.325 0.0 0.0 0.0
H 6.384 -0.803 0.623 0.0 0.0 0.0
H 6.078 -3.066 -0.311 0.0 0.0 0.0
H 4.012 -3.626 -1.558 0.0 0.0 0.0
H 2.256 -1.938 -1.851 0.0 0.0 0.0
N 1.507 -3.520 1.239 -0.2 -0.1 -0.1
C 1.635 -2.204 1.252 0.0 0.1 -0.1
N 0.636 -1.688 0.536 0.0 0.0 0.1
C -0.062 -2.781 0.108 -0.3 -0.2 -0.2
N 0.437 -3.915 0.508 0.2 0.2 0.1
C -1.250 -2.571 -0.720 0.3 0.1 0.1
C -2.042 -3.585 -1.223 -0.2 -0.2 -0.1
N -3.128 -3.330 -1.947 0.2 0.2 0.1
C -3.413 -2.052 -2.164 -0.1 -0.1 -0.1
C -2.628 -1.016 -1.672 0.0 0.0 0.1
N -1.536 -1.274 -0.952 -0.1 0.1 0.1
H 2.092 -4.213 1.691 0.0 0.0 0.0
H 2.431 -1.669 1.744 0.0 0.0 0.0
H -1.793 -4.622 -1.030 0.0 0.0 0.0
H -4.298 -1.833 -2.747 0.0 0.0 0.0
H -2.878 0.018 -1.847 0.0 -0.1 0.0
Cl -2.970 2.096 -3.077 0.0 0.1 -0.1
C -3.283 2.876 -1.577 0.1 0.1 0.0
C -4.453 3.578 -1.429 0.0 -0.1 0.1
C -4.680 4.290 -0.249 -0.1 0.0 0.0
C -3.737 4.316 0.792 0.0 -0.1 0.0
C -2.576 3.613 0.649 -0.1 -0.1 0.0
C -2.289 2.872 -0.543 0.0 0.1 0.3
C -1.014 2.317 -0.700 0.3 -0.7 -0.3
H -5.182 3.591 -2.227 0.0 0.0 0.0
H -5.604 4.843 -0.146 0.0 0.0 0.0
H -3.935 4.888 1.686 0.0 0.0 0.0
H -1.836 3.606 1.440 0.0 0.1 0.0
H -0.222 2.689 -0.059 0.0 0.2 -0.1
H -0.743 1.992 -1.701 0.0 0.3 0.0
```
Forces are in eV/Å.

Kohn-Sham gap (spin up / spin down): 6.37 / 5.74 eV
maximum force: 0.016 Eh/bohr
LUMO level (spin up / spin down): -9.715 / -10.960 eV
spin multiplicity: 5
relative energy (zero: lowest compared OMol25 entry of this formula, charge and spin): 0.0 kcal/mol
E_HOMO (spin up / spin down): -16.09 / -16.70 eV
net charge: +3

Löwdin atomic charge list, values in e, 6 entries: 1.25 -0.07 -0.39 -0.03 -0.26 -0.02